Below is a 2-piece molecular cluster, C2H8Cl2Si2 overall, with properties calculated with ωB97M-V with the def2-TZVPD basis set.

```
14
Properties=species:S:1:pos:R:3:mulliken_charge:R:1
C -1.67446 -2.59588 -0.87023 -0.96
C 1.07688 2.46589 1.56861 -0.93
Si -1.45436 -0.82714 -1.41282 0.27
Si 1.44967 1.00508 0.50801 0.35
Cl 2.92453 -0.23165 1.34681 -0.28
Cl 2.49473 1.62124 -1.16715 -0.25
H -1.32783 -2.74441 0.16060 0.33
H -2.62583 -3.09866 -0.98489 0.34
H -0.94160 -3.02591 -1.41724 0.28
H 2.03676 2.93635 1.86793 0.26
H 0.48790 3.11596 1.01600 0.32
H 0.53234 2.27059 2.43865 0.35
H -0.53521 -0.65040 -2.49973 -0.03
H -2.44351 -0.24105 -0.55456 -0.06
```

Properties
- Total charge: 0
- Kohn-Sham gap (alpha / beta): 7.285 / 5.822 eV

Below is one molecule with the formula C2H5NO2S, with properties calculated with ωB97M-V with the def2-TZVPD basis set.

```
11
Properties=species:S:1:pos:R:3:mulliken_charge:R:1
C -0.89988 -0.13078 0.56279 -0.40
C -0.32638 -0.47716 -0.75996 -0.29
N 0.71408 -1.52468 1.25375 -0.46
O 1.09048 -0.22623 -0.90188 -0.34
O 2.75081 0.23226 1.09987 -0.51
S 1.86035 -1.04620 0.40303 0.45
H -0.41452 0.77971 0.97115 0.22
H -1.85509 -0.57995 0.70509 0.32
H -0.65346 -1.49842 -0.94493 0.31
H -0.83603 0.04413 -1.57747 0.37
H 2.13322 0.80465 1.63209 0.34
```

Properties
- Total charge: 0
- Kohn-Sham gap (alpha / beta): 8.612 / 8.616 eV

Below is one molecule with the formula C6H9N, with properties calculated with ωB97M-V with the def2-TZVPD basis set.

```
16
Properties=species:S:1:pos:R:3:mulliken_charge:R:1
C 2.50798 0.55868 2.55354 -1.16
C 1.74969 0.47839 1.30770 0.68
C 1.10175 0.20298 0.32962 -0.40
C 0.25237 -0.45670 -0.66586 -0.58
C -1.22869 -0.14906 -0.48973 -0.04
C -2.11250 0.21935 -1.61907 -0.46
N -2.12655 -1.13625 -1.07610 -0.55
H 2.03715 1.22708 3.28012 0.30
H 3.54074 0.88055 2.39251 0.29
H 2.53076 -0.44672 2.98925 0.27
H 0.39073 -1.53239 -0.50072 0.22
H 0.57499 -0.26273 -1.69446 0.32
H -1.49030 0.26258 0.48525 0.41
H -1.69585 0.30670 -2.62082 0.21
H -2.96347 0.87029 -1.42500 0.26
H -2.94074 -1.28704 -0.48764 0.24
```

Properties
- SMILES string: CC#CC[C@H]1CN1
- Total charge: 0
- Kohn-Sham gap: 10.378 eV

no.,F_max (eV/A),DFT total energy (a.u.)
1,3.68,-1580.324811
2,4.84,-682.460913
3,0.59,-288.670489